(1)
A structure of composition C50H54KN3OP3SSe in a non-equilibrium geometry, computed with ωB97M-V/def2-TZVPD.

Output
Energy relative to the best compared isomer or geometry (same formula, charge and spin): 37.76 kJ/mol
Molar mass: 956.05 g/mol
Electronic energy: -179613.2317 eV
Gap between HOMO and LUMO: 0.2562 Eh

```
! wB97M-V def2-TZVPD RIJCOSX def2/J DEFGRID3
* xyz 1 1
K 0.15686 0.64378 0.13200
C -1.60945 -1.59240 2.88907
C -1.73818 -0.05777 2.99301
P -0.08863 0.73251 3.24036
C -0.51520 2.50919 3.37328
C 0.55473 3.40055 3.49299
C 0.33550 4.76627 3.58633
C -0.96173 5.26787 3.52759
C -2.03206 4.39415 3.39072
C -1.80988 3.02102 3.32106
C 0.24079 0.28640 4.99087
C -0.39497 0.89490 6.07310
C -0.14055 0.46409 7.36835
C 0.74841 -0.58093 7.59766
C 1.38789 -1.19064 6.52890
C 1.13917 -0.75267 5.23239
C -2.53550 -2.15650 1.80581
P -1.94672 -1.62213 0.11860
C -3.52097 -1.65224 -0.83007
C -4.57104 -2.53525 -0.56932
C -5.74609 -2.48446 -1.30965
C -5.89724 -1.54026 -2.31769
C -4.87379 -0.63788 -2.57410
C -3.69947 -0.69317 -1.83094
C -1.05054 -3.14272 -0.39790
C 0.34037 -3.11392 -0.26246
C 1.11235 -4.24215 -0.52083
C 0.50008 -5.40776 -0.95219
C -0.88069 -5.44010 -1.12303
C -1.65038 -4.32009 -0.84336
H -1.84564 -2.04473 3.85263
H -0.57578 -1.88572 2.66681
H -2.40956 0.21371 3.80622
H -2.15379 0.34330 2.06072
H 1.57005 3.01045 3.51803
H 1.17174 5.44616 3.69779
H -1.13441 6.33672 3.58867
H -3.04554 4.77928 3.34705
H -2.65816 2.35408 3.21599
H -1.08559 1.71513 5.90939
H -0.63494 0.94706 8.20282
H 0.94475 -0.91421 8.60983
H 2.08725 -1.99982 6.70408
H 1.65239 -1.21986 4.39739
H -3.54759 -1.77361 1.95299
H -2.57477 -3.24407 1.85023
H -4.48103 -3.26914 0.22451
H -6.54953 -3.17953 -1.09384
H -6.81520 -1.50163 -2.89236
H -4.99428 0.11591 -3.34428
H -2.91358 0.03427 -2.01317
H 0.82768 -2.18418 0.01684
H 2.19057 -4.20078 -0.41089
H 1.09528 -6.28779 -1.16546
H -1.36061 -6.34665 -1.47371
H -2.72258 -4.36572 -0.98968
O 0.39873 -0.08896 -1.98859
S -0.33413 -0.94780 -2.98797
C 0.90888 -2.06299 -3.64387
C 0.59615 -2.92849 -4.68469
C 1.57129 -3.79647 -5.14894
C 2.83980 -3.79461 -4.57479
C 3.13412 -2.92744 -3.53236
C 2.16017 -2.05826 -3.05375
C -0.56353 0.04882 -4.44950
C 0.44838 0.90840 -4.85990
C 0.24420 1.68703 -5.98648
C -0.95764 1.59821 -6.68936
C -1.96019 0.73870 -6.26442
C -1.76906 -0.03903 -5.12724
H -0.39464 -2.92149 -5.13229
H 1.34346 -4.47603 -5.96173
H 3.59952 -4.47143 -4.94617
H 4.12015 -2.93301 -3.08260
H 2.36172 -1.37462 -2.23636
H 1.37901 0.96008 -4.30198
H 1.02419 2.35857 -6.32570
H -1.11084 2.20877 -7.57020
H -2.89337 0.67627 -6.81282
H -2.54780 -0.71128 -4.77459
Se 0.77775 4.71758 -0.21182
N -0.74683 5.56127 -0.42727
C -1.68376 4.63118 -0.36672
C -3.08740 4.86196 -0.46884
C -3.90433 3.78852 -0.35426
C -3.36036 2.47751 -0.14777
N -2.09071 2.20237 -0.04636
C -1.23488 3.27041 -0.14782
N 0.07511 3.11709 -0.03306
H -3.46638 5.86408 -0.62439
H -4.97843 3.90472 -0.41696
H -4.03842 1.62961 -0.07116
C 4.87126 1.59147 -2.01381
C 3.45845 1.55872 -1.43084
P 3.21251 0.74347 0.22056
C 4.13622 1.91507 1.30796
C 4.29766 1.39831 2.74255
C 4.37491 -0.69530 0.11143
C 4.05283 -1.80533 1.12083
H 4.89245 2.19030 -2.92752
H 5.22203 0.59119 -2.27136
H 5.59249 2.03067 -1.32085
H 2.76766 1.06577 -2.12227
H 3.08226 2.58032 -1.31349
H 3.56093 2.84529 1.31100
H 5.11088 2.14035 0.87159
H 3.34392 1.04946 3.15211
H 4.68166 2.17948 3.40121
H 5.00246 0.56559 2.78282
H 5.40402 -0.34868 0.22502
H 4.28370 -1.09273 -0.90287
H 4.15321 -1.46011 2.15127
H 4.72200 -2.65862 0.99125
H 3.02642 -2.16026 0.99701
*
```

Here are the Mulliken charges for atoms 1 to 5, given in e: K 3.21; C -1.06; C -0.40; P -0.12; C 0.33

(2)
A cluster of 2 separate species, C3H2Br2 in total in a non-equilibrium geometry, computed with ωB97M-V/def2-TZVPD.

Output
Energy relative to the best compared isomer or geometry (same formula, charge and spin): 398.15 kJ/mol
Molar mass: 197.86 g/mol
Electronic energy: -143221.0502 eV
Gap between HOMO and LUMO (alpha / beta): 0.2822 / 0.3721 Eh

```
! wB97M-V def2-TZVPD RIJCOSX def2/J DEFGRID3
* xyz 0 1
C 0.22963 0.26318 -1.01348
C -0.61575 0.49929 0.02138
C 0.23337 -0.62003 0.13202
Br -2.12371 1.51807 0.22112
Br -0.25493 -2.50279 0.21459
H 0.50957 0.44577 -2.00507
H 2.02182 0.39651 2.42944
*
```

Here are the Mulliken charges for atoms 1 to 5, given in e: C 0.03; C -0.03; C -0.21; Br -0.05; Br -0.16

(3)
A cluster of 3 separate species, C4H10O in total, computed with ωB97M-V/def2-TZVPD.

Output
Energy relative to the best compared isomer or geometry (same formula, charge and spin): 236.70 kJ/mol
SMILES: [H][H].CC=O.C=C
Molar mass: 74.12 g/mol
Electronic energy: -6355.3497 eV
Gap between HOMO and LUMO: 0.4054 Eh

```
! wB97M-V def2-TZVPD RIJCOSX def2/J DEFGRID3
* xyz 0 1
C -0.68832 2.02287 -0.14468
C 0.75228 1.59109 -0.03564
O 1.22333 1.07748 0.95121
C 0.33543 -1.69725 1.21111
C -0.17402 -2.38246 0.19308
H -1.02020 2.07945 -1.18567
H -0.77309 3.02427 0.29517
H -1.32805 1.34292 0.42474
H -0.02606 -0.13576 -2.08219
H 1.39339 1.80123 -0.91815
H -0.29452 -1.14887 1.90757
H 1.40647 -1.62780 1.38201
H -1.24671 -2.42760 0.01467
H 0.45935 -2.91677 -0.51243
H -0.01930 -0.60279 -1.50081
*
```

Here are the Mulliken charges for atoms 1 to 5, given in e: C -0.78; C 0.01; O -0.46; C -0.38; C -0.69

(4)
The ion C6H12NO with charge +1 in a non-equilibrium geometry, computed with ωB97M-V/def2-TZVPD.

Output
Energy relative to the best compared isomer or geometry (same formula, charge and spin): 239.28 kJ/mol
SMILES: CC1(C)C[C@@H]2O[C@@H]2[NH2+]1
Molar mass: 114.17 g/mol
Electronic energy: -9944.6248 eV
Gap between HOMO and LUMO: 0.4524 Eh

```
! wB97M-V def2-TZVPD RIJCOSX def2/J DEFGRID3
* xyz 1 1
C -0.61033 1.23830 -0.33153
C -1.45447 1.47175 0.84513
C -1.52798 0.28221 1.72850
C 0.17736 -0.02693 -0.15809
C 1.70149 0.18340 0.15850
C 0.10808 -1.02699 -1.32554
N -0.37156 -0.71810 1.03507
O -0.86135 1.40213 2.07361
H -1.22261 0.94317 -1.16581
H -0.16365 2.20593 -0.57047
H -2.09011 2.27985 0.78907
H -2.41860 -0.25956 1.98003
H 1.75901 0.90164 0.89272
H 2.41027 0.48736 -0.58991
H 2.03104 -0.74655 0.46612
H 0.86146 -1.73311 -1.01568
H 0.44776 -0.41074 -2.10641
H -0.77085 -1.57422 -1.57424
H 0.49604 -0.76303 1.56789
H -0.86404 -1.58711 1.07075
*
```

Here are the Mulliken charges for atoms 1 to 5, given in e: C -1.02; C -0.28; C 0.04; C 0.90; C -1.82

(5)
A cluster of 9 separate species, C33H86N2O21S7 in total in a non-equilibrium geometry, computed with ωB97M-V/def2-TZVPD.

Output
Energy relative to the best compared isomer or geometry (same formula, charge and spin): 579.50 kJ/mol
SMILES: CCOS(C)(=O)=O.CCOS(C)(=O)=O.CCOS(C)(=O)=O.CCOS(C)(=O)=O.CCOS(C)(=O)=O.CCOS(C)(=O)=O.CCOS(C)(=O)=O.CCN(CC)CC.CCN(CC)CC
Molar mass: 1071.51 g/mol
Electronic energy: -157430.4414 eV
Gap between HOMO and LUMO: 0.2996 Eh

```
! wB97M-V def2-TZVPD RIJCOSX def2/J DEFGRID3
* xyz 0 1
C -1.64670 6.55184 5.17252
C -1.25157 5.47377 6.16287
N -1.70256 4.16801 5.62864
C -3.10714 3.92253 5.74625
C -3.36130 2.42124 5.56783
C -1.00372 3.81510 4.36243
C 0.46661 3.37687 4.69149
H -1.53640 7.51560 5.66964
H -2.67178 6.53915 4.80218
H -0.91608 6.55803 4.36366
H -0.18471 5.49150 6.38557
H -1.69625 5.74246 7.12108
H -3.57514 4.20664 6.68878
H -3.58522 4.57124 5.01229
H -2.65064 1.77243 6.07979
H -4.35493 2.07322 5.85010
H -3.34225 2.17515 4.50613
H -1.03506 4.66661 3.68269
H -1.35708 2.92234 3.84646
H 0.88550 3.02167 3.74997
H 0.41847 2.54285 5.39162
H 1.00436 4.18024 5.19501
C -1.07533 0.33447 2.75925
C -0.72784 -0.87578 1.84357
N 0.31167 -0.49300 0.85117
C 0.36974 -1.53945 -0.18621
C -0.61942 -1.38325 -1.37829
C 1.67783 -0.31016 1.47440
C 2.72982 0.30703 0.50127
H -0.78705 1.26414 2.26862
H -0.45854 0.39842 3.65567
H -2.14608 0.40391 2.95101
H -0.37069 -1.77010 2.35420
H -1.71513 -1.10275 1.44126
H 1.39672 -1.60876 -0.54484
H 0.22364 -2.50643 0.29514
H -1.63731 -1.04507 -1.18429
H -0.36052 -0.50013 -1.96239
H -0.58740 -2.26601 -2.01688
H 2.09366 -1.12016 2.07365
H 1.53829 0.41317 2.27778
H 2.97499 -0.22501 -0.41792
H 3.66606 0.18261 1.04540
H 2.49604 1.33684 0.23119
O 2.01955 -6.29304 3.43195
S 2.31317 -4.87867 2.98439
O 2.09195 -4.44719 1.60032
O 1.64433 -3.71245 3.90146
C 1.36751 -4.00332 5.26390
C 0.46879 -2.85770 5.76029
C 4.07735 -4.50869 3.48496
H 2.23536 -4.18361 5.89828
H 0.81110 -4.92066 5.45627
H -0.51265 -2.72589 5.30478
H 1.03294 -1.92654 5.70764
H 0.29517 -3.02832 6.82277
H 4.67904 -5.26535 2.98145
H 4.18631 -4.52861 4.56932
H 4.21722 -3.51325 3.06348
O 6.03547 0.52568 -3.76235
S 4.70036 0.73563 -4.22179
O 4.28988 0.25887 -5.57206
O 3.63361 0.15526 -3.08919
C 2.39792 -0.38079 -3.57001
C 1.28187 0.65534 -3.58736
C 4.36158 2.50082 -4.10598
H 2.19068 -1.11421 -2.79077
H 2.51053 -1.01800 -4.44715
H 1.25570 1.20435 -2.64609
H 0.31656 0.16539 -3.71475
H 1.45361 1.30993 -4.44182
H 3.62660 2.67715 -3.32061
H 3.82216 2.83200 -4.99336
H 5.31617 2.98448 -3.89878
O 7.35974 -2.66703 0.09852
S 6.79659 -3.16265 -1.17683
O 7.00236 -4.51167 -1.61132
O 5.19301 -2.65864 -1.16011
C 4.23862 -3.30164 -1.97523
C 3.71887 -4.54841 -1.33376
C 7.23173 -2.01130 -2.62360
H 4.49105 -3.58561 -2.99686
H 3.36465 -2.65027 -1.97522
H 3.21326 -5.29750 -1.94311
H 2.96676 -4.45910 -0.54989
H 4.42230 -5.25023 -0.88575
H 8.28419 -2.20303 -2.83256
H 7.12131 -1.02170 -2.18021
H 6.59590 -2.32728 -3.45064
O 1.99433 -5.93139 -4.20624
S 1.16030 -4.87644 -4.80269
O 0.98344 -3.62501 -4.07527
O 1.71535 -4.71708 -6.42260
C 2.19951 -5.86519 -7.16343
C 2.79178 -5.43053 -8.53436
C -0.54506 -5.66916 -5.03635
H 1.40774 -6.61308 -7.20670
H 2.93418 -6.41707 -6.57710
H 3.58237 -4.68597 -8.44119
H 2.05043 -5.33678 -9.32792
H 3.19760 -6.31568 -9.02417
H -0.39467 -6.71608 -4.77286
H -1.00221 -5.46455 -6.00446
H -1.27419 -5.44608 -4.25743
O -6.64555 -1.50728 0.43576
S -5.52862 -2.37656 0.77339
O -5.64367 -3.77667 0.61113
O -4.32898 -1.92547 -0.19469
C -4.48054 -1.77288 -1.63636
C -4.38510 -3.08756 -2.42425
C -4.65953 -1.89119 2.22866
H -3.80067 -1.01935 -2.03393
H -5.45624 -1.32160 -1.81657
H -3.37888 -3.49946 -2.50139
H -4.83603 -2.93676 -3.40507
H -4.98212 -3.90871 -2.02748
H -3.79359 -2.49556 2.49884
H -5.31377 -1.92273 3.09991
H -4.43054 -0.83826 2.06437
O -0.62605 3.16647 -1.73841
S 0.37410 4.05769 -1.13931
O 1.82046 4.02444 -1.40848
O -0.05270 5.71702 -1.24958
C -1.40187 6.10120 -1.36363
C -1.40694 7.69023 -1.51398
C 0.24401 3.77023 0.68295
H -1.83414 5.83898 -0.39798
H -1.90368 5.47139 -2.09823
H -0.86437 8.35064 -0.83754
H -2.46587 7.94379 -1.56347
H -1.02429 7.87781 -2.51722
H 0.89918 4.43751 1.24294
H 0.86177 2.88652 0.84275
H -0.77747 3.62473 1.03442
O -3.60528 4.58039 0.80261
S -3.99764 3.18440 0.98361
O -4.04643 2.47225 2.24804
O -5.46458 2.87085 0.15369
C -5.72302 3.75880 -0.89829
C -6.93845 4.65824 -0.68888
C -3.01156 2.12997 -0.09302
H -5.68005 3.25414 -1.86348
H -4.93141 4.48641 -1.07731
H -7.17805 5.15580 -1.62863
H -6.81538 5.34469 0.14882
H -7.82002 4.02434 -0.59342
H -3.61526 1.24615 -0.29915
H -2.14200 1.85961 0.50605
H -2.91984 2.75987 -0.97784
*
```

Here are the Mulliken charges for atoms 1 to 5, given in e: C -0.97; C -0.63; N 0.12; C -0.34; C -0.87

(6)
A structure of composition CaH16N3O17 in a non-equilibrium geometry, computed with ωB97M-V/def2-TZVPD.

Output
Energy relative to the best compared isomer or geometry (same formula, charge and spin): 157.35 kJ/mol
Molar mass: 370.21 g/mol
Electronic energy: -57970.5702 eV
Gap between HOMO and LUMO: 0.2525 Eh

```
! wB97M-V def2-TZVPD RIJCOSX def2/J DEFGRID3
* xyz -1 1
Ca -18.60868 0.97158 4.68747
N -19.72806 4.08379 5.49801
O -19.02652 4.98515 5.04660
O -19.23016 2.99677 5.70019
O -20.88820 4.29524 5.84621
N -17.52315 0.75674 8.11250
O -18.07734 0.26135 9.08224
O -16.43167 1.32117 8.21892
O -18.08061 0.78679 7.09791
N -20.83784 2.80346 2.62976
O -20.15824 3.45355 1.84738
O -22.06753 2.86707 2.73506
O -20.29728 1.85156 3.16054
O -17.83143 4.88948 2.04792
H -17.61588 5.26394 2.90205
H -18.58634 4.32567 2.21666
O -23.62955 5.03722 4.66196
H -23.13616 4.48087 5.26468
H -23.51752 4.62267 3.80648
O -23.39744 4.25418 7.47392
H -22.50803 4.46182 7.18745
H -23.88770 5.06563 7.34185
O -19.79841 3.18618 8.53176
H -19.48219 4.04963 8.79761
H -19.13870 2.86832 7.91534
O -19.86614 7.56514 6.61965
H -18.96854 7.64561 6.94224
H -20.04526 6.62509 6.64045
O -16.34245 5.43242 4.25211
H -17.03116 5.54469 4.90732
H -15.81845 4.70055 4.57771
O -17.32474 2.52253 3.50132
H -17.15691 2.11722 2.65055
H -16.86425 3.36081 3.46280
O -19.37965 7.74846 3.68719
H -19.48065 7.08254 4.36732
H -19.14492 8.54466 4.16385
*
```

Here are the Mulliken charges for atoms 1 to 5, given in e: Ca 1.81; N 0.55; O -0.49; O -0.52; O -0.38

(7)
The ion C5H13N2 with charge +1 in a non-equilibrium geometry, computed with ωB97M-V/def2-TZVPD.

Output
Energy relative to the best compared isomer or geometry (same formula, charge and spin): 193.55 kJ/mol
SMILES: CCCCNC=[NH2+]
Molar mass: 101.17 g/mol
Electronic energy: -8368.8044 eV
Gap between HOMO and LUMO: 0.3924 Eh

```
! wB97M-V def2-TZVPD RIJCOSX def2/J DEFGRID3
* xyz 1 1
C -2.53833 -1.19019 -1.31057
C -1.38305 -1.76840 -0.52179
C 0.04483 -1.36088 -0.72772
C 0.67662 -0.42040 0.34455
N 1.33986 0.79624 -0.10510
C 1.43113 1.88544 0.63342
N 0.83823 2.14508 1.76029
H -3.52838 -1.69503 -1.33077
H -2.86916 -0.20896 -1.01871
H -2.37623 -1.32626 -2.40478
H -1.62438 -1.46903 0.55913
H -1.45680 -2.85377 -0.53368
H 0.06163 -0.91282 -1.79788
H 0.77885 -2.09932 -1.00671
H -0.16406 -0.22550 1.00124
H 1.36542 -1.13182 0.78818
H 1.59668 0.91359 -1.07274
H 2.15076 2.64626 0.29979
H 0.09410 1.55010 2.12106
H 0.87535 3.05585 2.18918
*
```

Here are the Mulliken charges for atoms 1 to 5, given in e: C -1.26; C -0.49; C -0.72; C -0.38; N -0.05

(8)
The molecule C18H23NO2 in a non-equilibrium geometry, computed with ωB97M-V/def2-TZVPD.

Output
Energy relative to the best compared isomer or geometry (same formula, charge and spin): 1305.76 kJ/mol
SMILES: CC#CC(=O)N1CCC(CO)(CCc2ccccc2)CC1
Molar mass: 285.39 g/mol
Electronic energy: -24611.6102 eV
Gap between HOMO and LUMO: 0.3469 Eh

```
! wB97M-V def2-TZVPD RIJCOSX def2/J DEFGRID3
* xyz 0 1
C -4.89282 0.14988 -1.86319
C -3.79966 0.21186 -0.90424
C -2.95015 0.42356 -0.07722
C -2.11905 0.23321 1.02207
O -2.25385 -0.75673 1.76649
N -1.26976 1.13906 1.10315
C -1.03640 1.97557 0.10700
C 0.21453 1.57832 -0.98728
H 0.39395 2.23506 -1.81059
H -0.03345 0.54319 -1.26435
C 1.43670 1.56019 0.01302
C 1.02044 0.67326 1.16377
H 1.99115 0.39687 1.84498
C -0.09241 1.21274 2.01694
H -0.42328 0.42612 2.64961
H 0.00613 2.08035 2.53789
H 0.95168 -0.61902 1.04518
C 2.06697 2.67067 0.48913
O 2.61722 3.63339 -0.73699
H 1.70667 3.82698 -1.06587
H 1.35907 3.27601 0.95454
H 2.89530 2.63792 1.14183
C 2.59497 0.73610 -0.73714
H 3.28362 0.33453 0.10315
H 3.08256 1.52746 -1.68338
C 2.28266 -0.54837 -1.68630
C 1.58872 -1.90180 -0.92828
C 0.28247 -1.90529 -1.13879
C -0.40435 -3.13051 -0.26373
C 0.47120 -3.83961 0.60939
C 1.78635 -3.37332 0.65323
C 2.30860 -2.47848 -0.15046
H 3.41500 -2.16866 0.13210
H 2.35801 -4.16894 1.38199
H -0.04146 -4.66294 1.11896
H -1.32576 -3.13438 -0.47783
H -0.33372 -1.52790 -1.99971
H 1.52920 -0.22116 -2.20650
H 3.09903 -0.88269 -2.13756
H -1.95071 2.29151 -0.59754
H -0.65435 3.02645 0.49399
H -5.32468 -0.81958 -1.91559
H -5.94788 0.62177 -1.59997
H -4.61968 0.47696 -2.83194
*
```

Here are the Mulliken charges for atoms 1 to 5, given in e: C -1.33; C 0.39; C -0.37; C 1.22; O -0.71